{
  "formula": "C44H67BFN8OP2S3V",
  "method": "ωB97M-V/def2-TZVPD",
  "total_charge": 3,
  "multiplicity": 2,
  "lumo_ev": [-7.9, -7.9],
  "s_squared": 0.7601,
  "gap_ev": [7.02, 7.01],
  "symbols": ["V", "C", "C", "C", "C", "N", "N", "B", "N", "N", "C", "C", "C", "C", "C", "S", "C", "C", "C", "C", "N", "N", "C", "C", "C", "C", "C", "S", "C", "C", "C", "C", "C", "S", "C", "C", "C", "C", "H", "H", "H", "H", "H", "H", "H", "H", "H", "H", "H", "H", "H", "H", "H", "H", "H", "H", "H", "H", "H", "H", "H", "H", "H", "H", "H", "H", "H", "H", "H", "H", "H", "H", "H", "H", "H", "H", "H", "C", "P", "C", "C", "C", "P", "C", "C", "H", "H", "H", "H", "H", "H", "H", "H", "H", "H", "H", "H", "H", "H", "H", "H", "F", "C", "N", "N", "C", "O", "C", "C", "C", "C", "C", "C", "C", "C", "C", "H", "H", "H", "H", "H", "H", "H", "H", "H", "H", "H", "H"],
  "xyz": [[0.51358, 1.49368, -0.98523], [-4.76782, 1.05760, 1.81802], [-3.37687, 0.55873, 1.95996], [-2.90703, 0.12039, 3.18242], [-1.62601, -0.44518, 3.25535], [-0.86787, -0.50104, 2.18086], [-1.27314, -0.06658, 1.01912], [-0.22259, -0.27219, -0.10713], [1.03725, -0.84942, 0.57827], [1.23543, -2.15205, 0.61659], [2.23087, -2.65491, 1.30678], [3.13471, -1.80185, 1.98690], [2.92430, -0.44640, 1.98235], [3.81018, 0.51627, 2.68354], [1.79762, 0.02822, 1.26047], [1.36634, 1.67915, 1.24454], [2.43075, -4.15276, 1.31592], [3.53336, -4.46153, 0.28948], [1.14368, -4.87595, 0.91765], [2.86948, -4.62642, 2.70816], [-0.80369, -1.28917, -1.09418], [-1.39202, -2.33091, -0.53721], [-1.87423, -3.29801, -1.27106], [-1.71575, -3.26839, -2.67899], [-1.16834, -2.16181, -3.28076], [-1.03276, -2.01595, -4.75434], [-0.72966, -1.11014, -2.42284], [-0.22123, 0.40623, -3.01372], [-2.66651, -4.36216, -0.55292], [-2.63794, -4.08868, 0.95125], [-4.11721, -4.28008, -1.05132], [-2.10225, -5.75812, -0.83536], [-2.50078, 0.45743, 0.86614], [-3.06754, 0.77951, -0.78259], [-1.11560, -1.14778, 4.48367], [-1.49921, -2.62754, 4.27917], [-1.76827, -0.60606, 5.75473], [0.40691, -1.02795, 4.57315], [-5.32807, 0.85283, 2.72559], [-5.26659, 0.57777, 0.97849], [-4.76711, 2.13389, 1.65541], [-3.53929, 0.17583, 4.05251], [3.98855, -2.20920, 2.50526], [4.77654, 0.06861, 2.89699], [3.35355, 0.82031, 3.62594], [3.93846, 1.41707, 2.08387], [3.22428, -4.15382, -0.70738], [3.72880, -5.53045, 0.27544], [4.45848, -3.94971, 0.54342], [0.72141, -4.43690, 0.01802], [0.41188, -4.81398, 1.71941], [1.35233, -5.92684, 0.73423], [3.88739, -4.32457, 2.93825], [2.83726, -5.71222, 2.74715], [2.20495, -4.23718, 3.47724], [-2.05488, -4.09337, -3.28394], [-1.66819, -2.72237, -5.28011], [0.00055, -2.20180, -5.05108], [-1.28394, -1.00008, -5.05708], [-3.09297, -3.12597, 1.17176], [-1.61551, -4.07218, 1.31170], [-3.18684, -4.86445, 1.47532], [-4.52329, -3.28323, -0.88996], [-4.72344, -4.99160, -0.49811], [-4.19425, -4.52130, -2.10732], [-1.05125, -5.81622, -0.56951], [-2.21717, -6.03632, -1.87838], [-2.64114, -6.48683, -0.23647], [-2.56961, -2.73808, 4.12531], [-1.22156, -3.20222, 5.15819], [-0.98110, -3.03508, 3.41508], [-2.82740, -0.84294, 5.79584], [-1.63753, 0.47038, 5.83199], [-1.30440, -1.06211, 6.62307], [0.87103, -1.42463, 3.67555], [0.77015, -1.58961, 5.42762], [0.70657, 0.00937, 4.69739], [-5.48619, 2.92040, -0.98041], [-3.67277, 2.79670, -1.10522], [-3.29467, 2.86928, -2.87478], [-2.96603, 4.31725, -0.33045], [-2.89418, 4.37025, 1.18660], [-1.39925, 3.46655, 1.88256], [-1.68627, 3.91362, 3.64680], [-0.16079, 4.78591, 1.50568], [-5.82765, 3.63577, -1.72963], [-5.80878, 3.27470, -0.00410], [-5.93809, 1.95207, -1.18579], [-3.45235, 3.88325, -3.23953], [-3.95558, 2.18920, -3.41123], [-2.26133, 2.57029, -3.05556], [-3.64045, 5.09652, -0.71065], [-1.97715, 4.48816, -0.75977], [-3.79959, 3.96692, 1.64275], [-2.81906, 5.41524, 1.49581], [-2.03538, 4.94132, 3.73189], [-0.74938, 3.81111, 4.19225], [-2.41761, 3.24105, 4.09387], [-0.47453, 5.73556, 1.93894], [-0.02415, 4.90096, 0.42921], [0.78945, 4.49811, 1.95181], [-0.80301, 2.45212, -0.84706], [4.79010, 4.31535, -4.05940], [3.89278, 3.83253, -3.05026], [3.59490, 2.50877, -2.88814], [2.67992, 2.39115, -1.89023], [2.12651, 1.30341, -1.51310], [2.42334, 3.69063, -1.41460], [3.20402, 4.55869, -2.15644], [3.28807, 6.02992, -2.03851], [4.10089, 1.49893, -3.75506], [5.47014, 1.26501, -3.81254], [5.96585, 0.35128, -4.72529], [5.10157, -0.31804, -5.57748], [3.73447, -0.10605, -5.48754], [3.22292, 0.80307, -4.57709], [4.73322, 3.67543, -4.93678], [5.82060, 4.32767, -3.70026], [4.49978, 5.32454, -4.33933], [1.78411, 3.95669, -0.58767], [2.81691, 6.35757, -1.11680], [2.77942, 6.52148, -2.86652], [4.32000, 6.36745, -2.02932], [6.14181, 1.79202, -3.15410], [7.02791, 0.17254, -4.77733], [5.49691, -0.99984, -6.31477], [3.06404, -0.63373, -6.14730], [2.15778, 0.98221, -4.52171]],
  "forces_ev_per_angstrom": [[-0.36, -3.11, 0.89], [-0.08, 0.04, 0.04], [0.39, -0.37, 0.29], [0.18, 0.03, -0.56], [-0.59, 0.27, -0.05], [0.33, -0.34, 0.36], [-1.22, 0.52, 0.43], [0.19, -0.62, -0.26], [0.89, 0.67, 0.49], [-0.20, -0.80, -0.28], [0.08, 0.37, 0.12], [-0.34, 0.50, -0.23], [-0.09, -0.41, -0.19], [0.09, 0.10, 0.09], [0.28, -0.65, -0.07], [-0.15, 0.66, 0.17], [-0.01, -0.28, -0.19], [-0.16, 0.02, 0.10], [0.18, 0.15, 0.01], [-0.06, 0.11, -0.18], [0.01, -0.02, -1.04], [-0.40, -0.50, 0.59], [0.11, 0.24, -0.05], [0.27, 0.59, -0.03], [-0.09, -0.26, 0.41], [0.03, 0.00, -0.13], [-0.19, -0.23, 0.36], [0.18, 0.39, -0.40], [-0.16, -0.13, 0.22], [-0.01, -0.10, -0.20], [0.19, -0.02, 0.08], [0.00, 0.19, 0.02], [-0.20, 0.09, 0.19], [-0.06, -0.04, -0.07], [0.23, -0.22, 0.15], [0.08, 0.16, 0.09], [0.07, -0.04, -0.20], [-0.17, -0.01, -0.04], [-0.09, 0.06, 0.01], [-0.08, 0.00, -0.05], [-0.10, 0.07, 0.00], [-0.08, -0.03, 0.12], [0.06, -0.07, 0.06], [0.05, 0.01, 0.04], [0.00, 0.07, 0.08], [0.11, -0.01, 0.05], [0.00, 0.02, -0.13], [0.05, -0.10, 0.00], [0.15, 0.05, -0.01], [-0.08, -0.04, -0.08], [-0.15, 0.03, 0.07], [0.05, -0.10, 0.02], [0.12, 0.01, 0.08], [0.01, -0.08, 0.00], [-0.07, -0.01, 0.14], [-0.11, -0.13, -0.08], [-0.03, -0.03, -0.03], [0.05, 0.05, -0.04], [-0.03, -0.06, -0.10], [-0.06, 0.12, 0.12], [0.11, 0.01, 0.13], [-0.10, -0.12, 0.05], [-0.10, 0.11, 0.02], [-0.11, -0.08, 0.02], [-0.05, -0.03, -0.17], [0.15, -0.05, 0.02], [0.02, -0.07, -0.18], [-0.07, -0.11, 0.02], [-0.17, -0.06, -0.01], [0.04, -0.07, 0.11], [0.06, -0.08, -0.13], [-0.16, -0.01, 0.07], [-0.01, 0.18, 0.08], [0.06, -0.07, 0.10], [0.10, -0.04, -0.04], [0.02, -0.09, 0.14], [0.09, 0.19, 0.01], [0.33, -0.06, 0.10], [-0.22, 0.54, -0.37], [0.08, -0.14, 0.19], [0.05, -0.45, -0.05], [0.25, -0.25, 0.27], [-0.50, 0.60, 0.31], [0.03, -0.18, -0.24], [-0.10, -0.30, 0.00], [0.08, 0.04, -0.05], [0.05, -0.03, 0.06], [-0.01, -0.03, -0.02], [-0.10, 0.07, 0.05], [-0.04, -0.02, -0.02], [-0.04, 0.01, 0.10], [-0.04, -0.17, -0.12], [-0.15, -0.09, -0.17], [-0.04, 0.08, 0.07], [-0.11, 0.02, -0.04], [-0.01, 0.06, 0.11], [0.02, -0.02, 0.07], [-0.05, 0.02, 0.07], [0.02, 0.06, -0.05], [0.02, 0.04, -0.01], [0.13, 0.04, -0.01], [-3.29, 3.46, 0.18], [0.71, 0.11, -0.59], [-0.59, 0.28, 0.70], [-0.47, -0.37, 0.44], [1.26, 2.69, -0.64], [3.60, -1.58, -1.41], [-0.01, -0.35, 0.10], [-0.13, -0.43, -0.11], [0.14, 0.20, -0.08], [0.27, -0.45, -0.46], [-0.16, 0.00, 0.12], [0.00, 0.05, -0.02], [-0.02, -0.01, 0.04], [0.00, -0.04, -0.01], [0.00, 0.19, 0.06], [-0.04, 0.06, -0.01], [-0.05, -0.01, -0.01], [-0.07, -0.03, 0.05], [0.12, 0.01, -0.02], [-0.02, -0.04, 0.05], [-0.01, 0.02, -0.10], [0.13, 0.07, 0.00], [0.09, 0.09, 0.12], [0.11, -0.01, -0.01], [0.01, -0.09, -0.03], [-0.08, -0.05, -0.06], [-0.01, 0.04, 0.01]],
  "lowdin_spin": [0.98, 0.00, 0.00, 0.00, 0.00, 0.00, 0.00, -0.02, 0.00, 0.00, 0.00, 0.00, 0.00, 0.00, 0.00, 0.02, 0.00, 0.00, 0.00, 0.00, 0.00, 0.00, 0.00, 0.00, 0.00, 0.00, 0.00, 0.02, 0.00, 0.00, 0.00, 0.00, 0.00, 0.00, 0.00, 0.00, 0.00, 0.00, 0.00, 0.00, 0.00, 0.00, 0.00, 0.00, 0.00, 0.00, 0.00, 0.00, 0.00, 0.00, 0.00, 0.00, 0.00, 0.00, 0.00, 0.00, 0.00, 0.00, 0.00, 0.00, 0.00, 0.00, 0.00, 0.00, 0.00, 0.00, 0.00, 0.00, 0.00, 0.00, 0.00, 0.00, 0.00, 0.00, 0.00, 0.00, 0.00, 0.00, 0.00, 0.00, 0.00, 0.00, 0.00, 0.00, 0.00, 0.00, 0.00, 0.00, 0.00, 0.00, 0.00, 0.00, 0.00, 0.00, 0.00, 0.00, 0.00, 0.00, 0.00, 0.00, 0.00, 0.01, 0.00, 0.00, 0.00, 0.00, 0.00, 0.00, 0.00, 0.00, 0.00, 0.00, 0.00, 0.00, 0.00, 0.00, 0.00, 0.00, 0.00, 0.00, 0.00, 0.00, 0.00, 0.00, 0.00, 0.00, 0.00, 0.00]
}